C3H7NO | ωB97M-V with the def2-TZVPD basis set

Output
* 2S+1: 1
* E_HOMO: -8.821 eV
* E_LUMO: 0.0052 Eh
* electronic energy: -248.38711 Eh
* energy relative to the best compared isomer or geometry (same formula, charge and spin): 87.5 kcal per mole
* Kohn-Sham gap: 0.3294 hartree

Each line ends with the natural charge from an NBO analysis.
Atoms and positions in Å:
C 0.46826 0.98230 1.41819  -0.833
C 0.77452 0.22037 -1.14814  -0.033
N 0.01926 -0.87677 -1.03105  -0.654
C -1.39845 -0.80738 -1.05350  0.545
O -2.02501 0.20906 -0.97453  -0.490
H 1.31162 1.54517 1.81990  0.214
H 0.56428 -0.07620 1.68522  0.197
H -0.48210 1.37123 1.78368  0.224
H 1.80862 -0.08061 -0.88808  0.119
H 0.43776 1.13048 0.32293  0.224
H 0.38095 -1.80771 -0.82630  0.376
H -1.85971 -1.80995 -1.10833  0.112

Forces on the atoms, in the same order (eV/Å):
C -0.02 0.08 0.16
C 0.05 -0.50 -0.29
N 0.08 0.21 -0.09
C -0.30 0.28 -0.05
O 0.32 -0.52 -0.10
H -0.14 -0.02 0.09
H -0.01 0.24 -0.12
H 0.12 0.00 0.17
H -0.11 -0.07 -0.22
H 0.03 0.09 0.40
H -0.03 0.12 0.05
H 0.02 0.08 0.01

C7H8INOS | ωB97M-V with the def2-TZVPD basis set

Output
* 2S+1: 3
* E_HOMO (spin up / spin down): -8.916 / -9.253 eV
* E_LUMO (spin up / spin down): 0.0108 / -0.0274 Eh
* electronic energy: -1097.22344 Eh
* expectation value of S²: 2.019
* Kohn-Sham gap (spin up / spin down): 0.3385 / 0.3126 hartree

Each line ends with the natural charge from an NBO analysis.
Atoms and positions in Å:
C 0.12263 -0.12234 -3.02503  -0.222
C 1.28587 -0.03483 -2.35244  -0.201
C -1.06771 0.18109 -2.35484  -0.189
C 1.28598 0.12860 -0.94347  -0.224
C -1.06706 0.41918 -0.96173  -0.217
C 0.13884 0.23649 -0.26615  -0.242
C -0.24789 -1.08888 1.84693  -0.811
N 1.38048 0.78657 4.41022  -0.479
O -1.03162 1.38804 1.79197  -0.987
S 0.21284 0.63496 1.51727  1.285
I -0.23590 1.58515 5.00406  0.478
H -0.04464 -0.37529 -4.05917  0.222
H 2.23712 -0.26713 -2.79273  0.217
H -2.04874 0.17472 -2.99068  0.221
H 2.19687 0.11957 -0.35058  0.216
H -1.93878 0.47159 -0.32241  0.242
H -0.02080 -1.34746 2.83418  0.227
H -1.33780 -1.22539 1.87304  0.244
H 0.18032 -1.66463 1.14158  0.222

Forces on the atoms, in the same order (eV/Å):
C -2.12 0.62 -0.33
C 1.66 -0.83 1.69
C -2.06 0.07 0.35
C 1.72 -0.42 -1.27
C 0.09 -1.53 -0.56
C -1.44 2.27 0.12
C -2.01 1.82 2.03
N 0.85 -0.45 -0.29
O -0.08 0.70 0.34
S -1.24 -1.41 -1.22
I -0.85 0.48 0.51
H 0.79 0.02 -0.29
H 0.23 0.14 -0.44
H 1.85 0.09 1.56
H 0.25 0.02 -0.45
H -0.37 0.56 -0.45
H 1.08 -0.49 1.52
H 0.10 0.59 -0.76
H 1.54 -2.26 -2.06

Q: Look up the electronic energy of the second one.
A: -1097.22344 Eh

Q: 2S+1 of number 2 (C7H8INOS)?
A: 3

Q: Look up the 2S+1 of the second one.
A: 3

Q: electronic energy of number 2 (C7H8INOS)?
A: -1097.22344 Eh